Here is a single C6H10O molecule from the Open Molecules 2025 dataset. Energies are from ωB97M-V with the def2-TZVPD basis set.

Geometry as XYZ:
```
17
Properties=species:S:1:pos:R:3:lowdin_charge:R:1
C 1.4813 -0.9475 1.4396 -0.0387
C 0.3143 -0.2783 0.7380 -0.4175
C 0.5866 0.9891 -0.0890 -0.1352
C -0.7984 1.5201 -0.3180 -0.1051
C -1.6795 0.6551 -0.8219 -0.0804
C -1.1741 -0.7305 -1.1192 -0.1902
O -0.3020 -1.2394 -0.1024 -0.1134
H 2.0072 -0.2093 2.0529 0.0798
H 2.1978 -1.4198 0.7616 0.0837
H 1.0858 -1.7214 2.1042 0.0809
H -0.3929 0.0335 1.5240 0.1432
H 1.0540 0.7157 -1.0460 0.1291
H 1.2499 1.6905 0.4226 0.1160
H -1.0926 2.4513 0.1489 0.1045
H -2.7429 0.8644 -0.8850 0.1016
H -2.0020 -1.4406 -1.2023 0.1190
H -0.6314 -0.7372 -2.0768 0.1227
```

The HOMO energy comes out at -9.3 eV. The calculation puts the HOMO-LUMO gap at 10.502 eV. The molar mass comes out at 98.1 g/mol. Its total charge is 0. The energy relative to the best compared isomer or geometry (same formula, charge and spin) comes out at 16.8 kcal per mole. The calculation puts the energy at -8430.51016 eV. As for the maximum force: 0.0079 hartree/bohr.